Entry 1:
C27H28FN7O3PtS | ωB97M-V/def2-TZVPD

Calculated values
Energy relative to the best compared isomer or geometry (same formula, charge and spin): 0.6 kcal/mol
Multiplicity: 3
Total charge: +2
HOMO level (alpha / beta): -9.18 / -12.23 eV
LUMO energy (alpha / beta): -5.3 / -6.9 eV

Positions of all 68 atoms, in Å:
Pt1 -1.306 -2.947 0.583
N1 -3.608 -5.940 2.078
C1 -3.858 -6.326 0.739
C2 -4.575 -7.352 0.207
C3 -4.730 -7.338 -1.163
C4 -4.108 -6.398 -2.028
C5 -3.247 -5.441 -1.516
C6 -3.072 -5.431 -0.078
N2 -2.531 -4.464 0.794
C7 -2.978 -4.726 2.030
C8 -2.476 -3.726 3.026
C9 -2.744 -3.592 4.379
S1 -2.008 -2.171 5.010
C10 -1.356 -1.825 3.442
N3 -1.660 -2.712 2.486
H1 -4.179 -6.371 2.788
H2 -4.918 -8.206 0.838
H3 -5.410 -8.051 -1.634
H4 -4.341 -6.530 -3.149
H5 -3.007 -4.546 -2.144
H6 -3.381 -4.227 4.960
H7 -0.709 -0.967 3.227
F1 2.191 2.024 3.006
C11 1.904 1.926 1.676
C12 1.234 0.789 1.272
C13 0.783 0.595 -0.049
C14 0.120 -0.569 -0.388
O1 -0.210 -1.292 0.683
C15 -0.011 -0.896 -1.809
C16 0.381 0.080 -2.686
N4 0.945 1.271 -2.361
C17 1.222 2.261 -3.346
C18 0.961 1.964 -4.796
C19 2.326 2.085 -4.299
C20 1.199 1.575 -1.039
C21 1.940 2.679 -0.644
C22 2.250 2.939 0.713
N5 2.923 4.161 1.062
C23 3.657 4.339 2.295
C24 4.020 5.841 2.564
N6 4.528 6.465 1.246
C25 3.451 6.410 0.207
C26 2.335 5.410 0.616
C27 -0.538 -2.280 -2.309
O2 -0.565 -2.615 -3.443
O3 -0.997 -3.099 -1.378
H8 1.027 0.020 2.063
H9 0.193 -0.092 -3.725
H10 1.018 3.358 -3.155
H11 0.574 2.862 -5.232
H12 0.593 1.008 -5.065
H13 2.738 3.057 -4.557
H14 2.959 1.221 -4.337
H15 2.130 3.466 -1.367
H16 4.588 3.728 2.374
H17 3.067 4.038 3.204
H18 4.859 5.824 3.272
H19 3.166 6.383 2.984
H20 5.351 5.860 0.958
H21 4.839 7.402 1.520
H22 3.815 6.162 -0.796
H23 3.082 7.471 0.247
H24 1.696 5.250 -0.223
H25 1.692 5.751 1.501
N7 -3.127 -1.514 -0.190
H26 -2.928 -1.590 -1.203
H27 -3.097 -0.539 0.134
H28 -4.080 -1.902 -0.075

***

Entry 2:
C37H47N5O5PSn | ωB97M-V/def2-TZVPD

Calculated values
Energy relative to the best compared isomer or geometry (same formula, charge and spin): 79.5 kcal/mol
Multiplicity: 1
Total charge: -1
HOMO level: -3.62 eV
LUMO energy: 2.5 eV

Positions of all 96 atoms, in Å:
Sn1 -0.223 0.458 -0.063
O1 -1.098 2.809 -3.325
C1 -0.372 2.484 -2.406
O2 -0.794 2.142 -1.222
C2 1.150 2.560 -2.585
C3 1.863 2.829 -1.256
C4 3.319 3.236 -1.494
C5 3.968 1.878 -1.863
C6 2.755 0.948 -1.832
O3 2.007 1.493 -0.715
C7 1.835 1.221 -3.037
C8 0.932 -0.028 -3.287
O4 1.895 -2.219 -4.699
O5 0.265 -0.353 -2.278
H1 1.343 3.349 -3.311
H2 1.302 3.443 -0.558
H3 3.401 3.982 -2.284
H4 3.755 3.644 -0.584
H5 4.440 1.879 -2.845
H6 4.706 1.576 -1.118
H7 2.964 -0.101 -1.640
H8 2.426 1.378 -3.940
C9 5.812 1.020 2.772
C10 4.331 1.262 2.641
C11 3.821 2.490 2.223
C12 2.467 2.662 2.025
C13 1.523 1.645 2.245
N1 0.177 1.803 1.928
C14 -0.489 2.865 2.474
C15 0.019 3.575 3.591
C16 -0.635 4.637 4.181
C17 -1.876 5.069 3.727
C18 -2.624 6.201 4.384
C19 -2.421 4.360 2.669
C20 -1.767 3.304 2.047
N2 -2.474 2.693 0.967
C21 -3.204 3.342 0.036
C22 -3.890 2.399 -0.686
C23 -3.500 1.182 -0.115
N3 -2.650 1.359 0.891
C24 2.045 0.442 2.751
C25 3.418 0.258 2.904
N4 1.209 -0.615 3.231
C26 1.415 -1.310 4.380
C27 0.380 -2.200 4.505
C28 -0.423 -1.957 3.373
N5 0.085 -1.003 2.613
H9 6.358 1.962 2.830
H10 6.198 0.466 1.912
H11 6.043 0.438 3.665
H12 4.501 3.312 2.024
H13 2.091 3.616 1.675
H14 0.971 3.260 3.996
H15 -0.175 5.133 5.030
H16 -1.959 6.783 5.023
H17 -3.444 5.835 5.007
H18 -3.054 6.879 3.644
H19 -3.412 4.621 2.315
H20 -3.142 4.410 -0.078
H21 -4.515 2.562 -1.545
H22 -3.766 0.178 -0.408
H23 3.779 -0.708 3.239
H24 2.247 -1.101 5.027
H25 0.222 -2.910 5.297
H26 -1.343 -2.433 3.074
C29 4.089 -2.883 0.951
C30 3.808 -3.174 -0.527
C31 4.438 -4.492 -0.981
P1 2.002 -2.802 -0.842
C32 1.631 -3.410 -2.559
C33 1.539 -4.907 -2.859
C34 2.566 -2.700 -3.569
C35 1.046 -3.895 0.328
C36 1.444 -5.351 0.572
C37 -0.433 -3.790 -0.061
H27 5.165 -2.888 1.149
H28 3.629 -3.631 1.601
H29 3.693 -1.906 1.236
H30 4.303 -2.382 -1.103
H31 3.933 -5.366 -0.574
H32 5.483 -4.531 -0.655
H33 4.433 -4.575 -2.068
H34 0.646 -2.972 -2.749
H35 2.448 -5.444 -2.592
H36 1.377 -5.035 -3.934
H37 0.702 -5.380 -2.345
H38 3.316 -3.422 -3.913
H39 3.120 -1.888 -3.071
H40 1.391 -1.388 -4.385
H41 1.158 -3.365 1.280
H42 1.475 -5.935 -0.347
H43 0.713 -5.820 1.239
H44 2.417 -5.429 1.056
H45 -0.656 -4.407 -0.934
H46 -0.711 -2.761 -0.302
H47 -1.069 -4.129 0.760

***

Entry 3:
C13H27N4O3PPdS2 | ωB97M-V/def2-TZVPD

Calculated values
Energy relative to the best compared isomer or geometry (same formula, charge and spin): 0.0 kcal/mol
Multiplicity: 1
Total charge: 0
HOMO level: -6.54 eV
LUMO energy: 0.6 eV

Positions of all 51 atoms, in Å:
Pd1 0.459 0.007 0.243
C1 -1.189 2.262 2.765
C2 -1.213 2.907 1.364
N1 -1.225 1.945 0.271
C3 -2.490 1.321 -0.072
C4 -2.969 0.239 0.910
S1 -1.737 -1.043 1.355
C5 -1.598 -0.800 3.160
C6 -0.396 0.043 3.611
N2 -0.207 1.217 2.805
H1 -2.166 1.838 3.000
H2 -1.027 3.064 3.501
H3 -0.295 3.491 1.257
H4 -2.058 3.609 1.307
H5 -0.807 2.332 -0.563
H6 -2.350 0.862 -1.051
H7 -3.306 2.057 -0.163
H8 -3.815 -0.276 0.455
H9 -3.324 0.675 1.840
H10 -1.518 -1.793 3.601
H11 -2.546 -0.379 3.497
H12 0.506 -0.561 3.488
H13 -0.522 0.247 4.688
H14 0.754 1.514 2.759
C7 -0.367 1.052 -4.148
O1 -0.404 0.932 -2.726
P1 0.639 -0.072 -1.948
O2 0.531 -1.432 -2.845
C8 -0.504 -2.345 -2.489
O3 2.053 0.349 -2.657
C9 2.608 1.597 -2.239
H15 -1.195 1.695 -4.438
H16 -0.474 0.078 -4.627
H17 0.573 1.496 -4.479
H18 -0.237 -3.313 -2.907
H19 -1.461 -2.022 -2.907
H20 -0.601 -2.429 -1.403
H21 3.621 1.646 -2.633
H22 2.630 1.671 -1.148
H23 2.029 2.433 -2.642
S2 2.696 0.463 1.473
C10 2.268 -1.056 0.821
N3 3.004 -1.524 -0.289
C11 2.791 -2.733 -0.837
C12 2.012 -3.635 -0.191
C13 1.520 -3.235 1.084
N4 1.658 -2.052 1.596
H24 3.526 -0.826 -0.795
H25 3.286 -2.930 -1.778
H26 1.841 -4.626 -0.579
H27 0.998 -3.961 1.702

***

Which formula does entry 2 have?
C37H47N5O5PSn

***

What is the formula in the first record?
C27H28FN7O3PtS